Entry 1
15
Properties=species:S:1:pos:R:3:mulliken_charge:R:1 method="wB97M-V/def2-TZVPD" spin_multiplicity=1 smiles="Cc1nc(C(=O)O)c[nH]1"
O -2.839 -1.521 0.095 -0.570
O -3.421 0.640 -0.056 -0.571
N -0.104 -0.680 -0.114 -0.533
N 0.804 1.280 0.030 -0.081
C 2.357 -0.738 -0.070 -1.133
C -2.513 -0.177 -0.059 0.320
C -0.569 1.466 -0.051 -0.437
C 1.024 -0.062 -0.072 0.383
C -1.095 0.218 -0.134 0.524
H 2.750 -0.745 -1.037 0.308
H 3.132 -0.218 0.478 0.376
H 1.439 2.088 0.181 0.220
H 2.183 -1.596 0.611 0.287
H -1.950 -2.209 0.062 0.417
H -1.198 2.254 0.137 0.490

---

Entry 2
15
Properties=species:S:1:pos:R:3:mulliken_charge:R:1 method="wB97M-V/def2-TZVPD" spin_multiplicity=1
O -0.226 -0.551 -0.382 -0.375
O 3.550 -0.664 0.406 -0.505
N -0.596 1.669 0.182 -0.389
N -2.477 0.169 0.311 -0.444
C 2.041 -0.758 -0.117 -0.189
C -2.976 -1.157 0.051 -0.591
C 0.596 1.472 -0.223 -0.147
C 1.035 0.124 -0.281 0.460
C -1.205 0.342 0.085 0.472
H 1.704 -1.778 -0.328 0.345
H -2.093 -1.461 -0.808 0.212
H -2.752 -1.612 1.006 0.271
H -4.181 -0.999 -0.330 0.237
H 1.362 2.290 -0.291 0.320
H 3.930 0.272 0.024 0.321

---

It is entry 2 that is the least stable of them.

---

Entry 1
15
Properties=species:S:1:pos:R:3:mulliken_charge:R:1 method="wB97M-V/def2-TZVPD" spin_multiplicity=1 smiles="O=CCCSS.O"
S -1.640 0.614 -0.278 -0.214
S -1.057 0.130 1.594 -0.079
O -0.482 -2.413 -1.883 -0.668
O 2.091 0.947 -1.774 -0.484
C 1.760 1.110 -0.601 0.184
C 0.847 -0.036 1.669 -0.630
C 1.519 -0.240 0.277 -0.040
H 0.989 -0.936 2.294 0.320
H 0.954 -0.841 -0.437 -0.239
H 1.590 2.104 -0.030 0.268
H 0.463 -2.206 -2.140 0.318
H 1.065 0.869 2.149 0.397
H 2.617 -0.621 0.475 0.345
H -0.640 -3.043 -1.146 0.327
H -1.502 -0.504 -1.020 0.196

---

Entry 2
15
Properties=species:S:1:pos:R:3:mulliken_charge:R:1 method="wB97M-V/def2-TZVPD" spin_multiplicity=1 smiles="O=CCCSS.O"
S 0.379 -1.424 2.282 -0.084
S 1.625 -0.295 3.503 -0.207
O 1.052 2.328 -0.074 -0.463
O -0.963 -2.128 -4.543 -0.638
C 0.319 -0.344 0.879 -0.797
C -0.096 2.048 0.124 -0.017
C -0.578 0.898 0.982 -0.316
H 0.016 -0.902 0.008 0.405
H -0.887 2.645 -0.338 0.345
H -1.576 -2.301 -5.268 0.320
H 1.311 -0.017 0.557 0.391
H 2.505 -1.288 3.675 0.168
H -0.902 -1.172 -4.500 0.318
H -1.611 0.704 0.705 0.307
H -0.593 1.248 2.008 0.267

---

It is entry 1 that is the least stable of them.

---

Entry 1
10
Properties=species:S:1:pos:R:3:mulliken_charge:R:1 method="wB97M-V/def2-TZVPD" spin_multiplicity=1 smiles="C#CC#CC=C"
C -0.587 3.452 0.918 -0.323
C -0.384 2.359 0.439 -0.109
C 0.071 -0.079 -0.400 0.190
C -0.157 1.071 -0.050 0.089
C 0.329 -2.447 -0.051 -0.634
C 0.366 -1.380 -0.858 -0.439
H -0.909 4.377 1.346 0.436
H 0.656 -1.524 -1.897 0.272
H 0.614 -3.462 -0.437 0.250
H 0.003 -2.367 0.990 0.269

---

Entry 2
10
Properties=species:S:1:pos:R:3:mulliken_charge:R:1 method="wB97M-V/def2-TZVPD" spin_multiplicity=1 smiles="C=C=C1C2=C1C2"
C 1.203 -0.951 -0.065 -0.600
C 0.825 0.540 0.021 -0.027
C -1.377 -0.506 0.416 -0.263
C 2.232 0.241 0.112 -0.152
C -2.498 -0.011 -0.137 -0.629
C -0.172 -0.399 0.014 0.748
H -2.445 0.161 -1.195 0.238
H -3.470 0.213 0.307 0.255
H 2.737 0.330 1.159 0.179
H 2.965 0.384 -0.633 0.252

---

Entry 3
10
Properties=species:S:1:pos:R:3:mulliken_charge:R:1 method="wB97M-V/def2-TZVPD" spin_multiplicity=1
C 0.593 -0.954 -0.159 -0.257
C -0.169 0.914 0.291 0.059
C -1.522 -0.208 -0.049 0.367
C -0.630 -1.362 0.097 -0.557
C -1.501 1.043 -0.332 -0.672
C 1.070 0.420 -0.389 -0.089
H 0.072 1.087 1.378 0.283
H 1.138 0.632 -1.512 0.274
H -1.021 -2.367 0.359 0.367
H 1.969 0.795 0.317 0.224

---

Entry 4
10
Properties=species:S:1:pos:R:3:mulliken_charge:R:1 method="wB97M-V/def2-TZVPD" spin_multiplicity=1 smiles="C#CC#CC=C"
C -2.300 -0.924 0.000 -0.566
C -1.112 -1.163 -0.215 -0.382
C 3.182 1.916 0.231 0.172
C 1.005 0.337 -0.032 -0.229
C -0.156 -0.132 0.219 -0.051
C 2.168 1.209 0.135 -0.314
H 3.978 2.535 0.396 0.438
H -3.135 -1.593 -0.417 0.229
H -2.831 -0.071 0.003 0.352
H -0.799 -2.112 -0.319 0.350

---

It is entry 2 that is the least stable of them.